Record 1
{
  "formula": "C6H9N",
  "method": "the ωB97M-V functional and the def2-TZVPD basis",
  "symbols": ["C", "C", "N", "C", "C", "C", "C", "H", "H", "H", "H", "H", "H", "H", "H", "H"],
  "positions_angstrom": [[1.3117, 1.3271, -0.0158], [0.5862, 0.7869, -1.0635], [1.7526, 0.0382, -0.5063], [0.8872, -1.0543, 0.0081], [-0.4349, -0.2966, -0.1575], [-0.7544, 0.4549, 1.0978], [-1.6087, -0.9573, -0.5041], [0.3466, 1.1224, 1.0945], [1.9579, 2.1899, 0.0865], [0.4305, 1.0822, -2.0923], [1.1253, -1.4150, 1.0178], [0.9647, -1.8855, -0.6997], [-1.5338, 1.2193, 1.0292], [-0.8457, -0.1574, 1.9963], [-1.6174, -2.0084, -0.7851], [-2.5676, -0.4464, -0.5058]],
  "forces_ev_per_angstrom": [[0.7, 0.4, 0.6], [-1.3, -0.8, -0.4], [0.3, 0.1, 0.0], [0.0, -0.2, 0.1], [0.9, 0.8, 0.2], [0.7, 0.6, 0.3], [-1.0, -0.9, -0.8], [-0.4, -0.2, 0.2], [-0.1, -0.2, 0.0], [0.1, 0.0, 0.1], [0.0, 0.1, -0.1], [0.0, 0.1, 0.1], [0.1, -0.1, -0.1], [0.0, 0.0, -0.1], [0.0, 0.1, 0.0], [0.2, 0.0, 0.0]],
  "e_homo_ev": [-7.50, -7.77],
  "gap_ha": [0.277, 0.284]
}

=====

Record 2
{
  "formula": "C6H9N",
  "method": "the ωB97M-V functional and the def2-TZVPD basis",
  "symbols": ["C", "C", "C", "C", "N", "C", "C", "H", "H", "H", "H", "H", "H", "H", "H", "H"],
  "positions_angstrom": [[3.3675, 0.4136, 0.1141], [1.9966, -0.0308, -0.1382], [0.8714, -0.4058, -0.3497], [-0.4524, -0.9122, -0.7084], [-1.5538, -0.2704, 0.0015], [-2.8374, -0.3690, -0.3883], [-1.6246, 0.9126, 0.6758], [3.7968, 0.8862, -0.7756], [4.0049, -0.4328, 0.3895], [3.3962, 1.1404, 0.9314], [-0.6311, -0.7243, -1.7790], [-0.5027, -1.9972, -0.5614], [-3.6229, -0.4898, 0.3431], [-3.0654, -0.4902, -1.4530], [-1.9751, 1.7939, 0.1555], [-1.1985, 1.0134, 1.6743]],
  "forces_ev_per_angstrom": [[0.1, 0.0, 0.0], [-0.5, -0.2, -0.1], [0.5, 0.1, 0.1], [0.1, -0.1, -0.1], [-0.2, 0.1, -0.1], [-0.1, -0.2, -0.1], [0.2, 0.2, 0.2], [-0.1, -0.1, 0.1], [-0.1, 0.1, 0.0], [0.0, -0.1, -0.1], [0.1, -0.1, 0.1], [0.0, 0.2, 0.0], [0.2, 0.0, 0.0], [0.0, 0.1, 0.1], [0.0, -0.1, 0.1], [0.0, -0.1, -0.2]],
  "e_homo_ev": -7.68,
  "gap_ha": 0.311
}

=====

Record 3
{
  "formula": "C6H9N",
  "method": "the ωB97M-V functional and the def2-TZVPD basis",
  "symbols": ["C", "N", "C", "C", "C", "C", "C", "H", "H", "H", "H", "H", "H", "H", "H", "H"],
  "positions_angstrom": [[2.0723, 0.4326, -0.0024], [0.9091, -0.3499, -0.2625], [0.0766, -1.0816, 0.6214], [-1.5172, -0.2587, 0.6872], [-1.2015, 0.8521, -0.2779], [-0.2472, -0.1007, -1.0605], [-0.8028, -1.4865, -0.4577], [1.9230, 1.1010, 0.8408], [2.4644, 1.0129, -0.8555], [2.8092, -0.3255, 0.2589], [0.4348, -1.5881, 1.5361], [-1.8902, -0.2008, 1.7005], [-0.7433, 1.7431, 0.1648], [-2.0587, 1.1623, -0.8813], [-0.0646, 0.0606, -2.1200], [-2.2560, -0.9087, 0.1144]],
  "forces_ev_per_angstrom": [[0.3, 0.1, 0.6], [0.1, -0.1, -0.1], [-0.4, -0.5, -0.3], [0.0, 0.5, 0.5], [0.0, 0.1, 0.0], [-0.1, -0.1, -0.7], [-0.1, -0.6, -0.5], [0.2, 0.4, 0.2], [-0.6, -0.4, 0.1], [0.5, 0.4, 0.2], [-0.5, 0.3, -0.5], [0.2, 0.0, 0.1], [0.1, -0.1, -0.2], [0.1, -0.1, 0.1], [-0.2, 0.0, -0.1], [0.4, 0.1, 0.5]],
  "e_homo_ev": -7.63,
  "gap_ha": 0.317
}

=====

Record 4
{
  "formula": "C6H9N",
  "method": "the ωB97M-V functional and the def2-TZVPD basis",
  "symbols": ["C", "C", "C", "C", "C", "C", "N", "H", "H", "H", "H", "H", "H", "H", "H", "H"],
  "positions_angstrom": [[-0.0209, 1.3856, 2.6780], [2.1139, -0.1862, -1.4300], [0.3914, -1.6242, -0.0816], [-0.2237, -0.1763, -0.0683], [1.0207, -0.4246, -0.7241], [-1.4711, -0.0163, -1.0027], [-0.6407, 2.2161, 3.1859], [2.5547, -1.1431, -1.7072], [2.4712, 0.6797, -1.8293], [0.8131, -1.7382, 0.9306], [0.1731, -2.4433, -0.7439], [-0.3603, 0.4907, 0.8831], [-2.4843, -0.3550, -0.6161], [-1.4296, -0.3928, -1.9771], [-1.5116, 1.1062, -1.1485], [-1.3960, 2.6217, 3.6512]],
  "forces_ev_per_angstrom": [[1.0, -0.5, -0.1], [-1.5, -3.2, 0.8], [1.2, 2.4, 1.4], [-3.1, 0.0, -0.3], [0.9, -0.3, 0.2], [-0.6, 2.7, 1.8], [-0.1, 0.0, 0.0], [0.8, 0.5, 0.0], [0.7, 2.4, -0.9], [0.0, -0.9, -0.7], [-0.8, -0.2, 0.3], [0.7, -2.0, -1.9], [1.4, 0.4, 0.2], [0.8, -1.0, -1.4], [-0.5, -1.0, 0.0], [-0.8, 0.8, 0.6]],
  "e_homo_ev": -9.12,
  "gap_ha": 0.374
}

=====

Record 5
{
  "formula": "C6H9N",
  "method": "the ωB97M-V functional and the def2-TZVPD basis",
  "symbols": ["C", "N", "C", "C", "C", "C", "C", "H", "H", "H", "H", "H", "H", "H", "H", "H"],
  "positions_angstrom": [[1.8953, -0.5422, -0.0340], [0.8567, 0.4664, -0.0918], [-0.2021, 0.5438, 0.9431], [-1.0032, 1.3664, -0.1270], [-0.2977, 0.2932, -1.0067], [-1.0400, -0.9566, -0.4889], [-0.9742, -0.7874, 0.8324], [1.5271, -1.5801, -0.0466], [2.5630, -0.3931, -0.8901], [2.4907, -0.3945, 0.8742], [0.0870, 0.9051, 1.9341], [-0.6614, 2.3865, -0.3148], [-2.0909, 1.3001, -0.0677], [-0.1103, 0.4102, -2.0762], [-1.5971, -1.6754, -1.0764], [-1.4431, -1.3424, 1.6364]],
  "forces_ev_per_angstrom": [[0.1, -0.1, 0.0], [0.1, -0.1, 0.0], [0.0, 0.1, 0.3], [-0.2, 0.2, 0.0], [0.0, 0.0, -0.4], [0.0, 0.0, 0.2], [0.0, -0.1, -0.2], [0.0, 0.1, 0.0], [-0.1, -0.1, 0.1], [-0.1, 0.0, -0.1], [-0.1, 0.0, -0.2], [0.1, -0.1, 0.2], [0.2, 0.1, 0.0], [-0.1, 0.0, 0.1], [0.2, 0.0, 0.1], [0.2, 0.0, -0.1]],
  "e_homo_ev": -8.67,
  "gap_ha": 0.362
}

=====

Record 6
{
  "formula": "C6H9N",
  "method": "the ωB97M-V functional and the def2-TZVPD basis",
  "symbols": ["C", "C", "N", "C", "C", "C", "C", "H", "H", "H", "H", "H", "H", "H", "H", "H"],
  "positions_angstrom": [[-1.9745, 0.0643, 1.7171], [-0.8345, 0.5212, -0.2400], [-1.0879, 0.7606, 1.1459], [0.1999, 1.4393, -0.8692], [0.5467, 0.0515, -0.5042], [1.5286, -0.6893, 0.3109], [1.1818, -1.1464, -1.0956], [-2.1246, 0.1892, 2.7892], [-2.5905, -0.6839, 1.1998], [-1.6526, 0.1291, -0.8528], [0.5424, 2.2469, -0.2279], [0.0987, 1.6898, -1.9216], [1.1370, -1.2763, 1.1398], [2.5081, -0.2543, 0.4881], [1.9263, -0.9864, -1.8715], [0.5951, -2.0552, -1.2081]],
  "forces_ev_per_angstrom": [[0.1, 0.1, 0.0], [-0.1, -0.1, 0.0], [-0.2, -0.3, 0.2], [0.1, 0.2, -0.1], [0.1, 0.0, 0.0], [0.1, 0.1, 0.2], [0.0, -0.1, -0.2], [-0.1, 0.0, -0.1], [0.0, 0.1, 0.0], [0.2, 0.1, 0.1], [0.0, -0.1, -0.1], [0.0, -0.1, 0.1], [0.1, 0.1, -0.1], [-0.1, -0.1, -0.1], [-0.1, 0.0, 0.1], [0.1, 0.2, 0.0]],
  "smiles": "C=N[C@H]1CC12CC2",
  "e_homo_ev": -9.42,
  "gap_ha": 0.389
}

=====

Respective relative energy (zero: lowest compared OMol25 entry of this formula, charge and spin) values: 163.68, 124.76, 149.54, 108.79, 64.69, 65.71 kcal per mole.
Respective energy values: -288.5212, -288.5832, -288.5437, -288.6087, -288.6789, -288.6773 Ha.
Respective molecular weight values: 95.1, 95.1, 95.1, 95.1, 95.1, 95.1 g/mol.